No. 1
Density functional theory data (ωB97M-V/def2-TZVPD) for the molecule C25H31N3O6S at a distorted geometry.

```
66
Properties=species:S:1:pos:R:3:forces:R:3
C -2.291252 0.905409 -4.850568 0.127 -0.102 -0.198
H -2.667096 -0.102795 -5.046047 0.024 0.026 0.014
O -2.917297 1.481153 -3.727577 -0.138 0.017 0.398
C -2.821265 0.833970 -2.532267 0.020 -0.022 0.269
C -2.081000 -0.320054 -2.327756 0.112 0.067 -0.522
C -2.051059 -0.891704 -1.057475 -0.259 0.362 -0.024
C -2.764353 -0.319682 -0.013024 -0.087 -0.015 0.045
C -3.495596 0.847912 -0.222522 0.162 -0.100 -0.154
C -3.519903 1.429350 -1.480196 -0.177 0.227 0.006
H -4.071766 2.328865 -1.693708 -0.097 0.118 0.016
O -4.135280 1.347214 0.872416 0.239 -0.326 -0.085
C -4.933123 2.494928 0.716123 -0.133 0.207 -0.029
H -4.337941 3.359734 0.404185 -0.028 -0.036 -0.003
H -5.737456 2.329703 -0.007210 0.038 0.010 0.013
H -5.364568 2.689747 1.696749 0.009 0.029 -0.087
H -2.768892 -0.773738 0.965490 -0.002 -0.057 0.157
N -1.276320 -2.014948 -0.760230 -0.299 0.097 0.437
C -0.549985 -2.787433 -1.602077 0.392 -0.526 -0.013
O -0.548902 -2.696392 -2.813961 -0.031 0.082 -0.238
C 0.364922 -3.786212 -0.891969 -0.087 0.032 -0.036
C 1.472428 -3.023635 -0.115923 0.078 0.227 -0.487
N 1.514106 -3.313599 1.293570 -0.416 0.835 0.689
S 0.611990 -2.337969 2.310391 0.560 0.061 -0.278
O -0.799923 -2.352623 1.982160 0.045 0.214 0.082
O 0.956848 -2.712449 3.646210 0.161 -0.025 0.166
C 1.251447 -0.724894 1.897489 -0.388 -0.452 0.046
C 0.393498 0.234929 1.405042 0.015 -0.158 0.051
C 0.862433 1.484151 1.024496 0.154 -0.011 0.066
C 2.229615 1.761217 1.160851 -0.212 -0.449 0.241
C 3.085593 0.779188 1.668601 0.078 -0.217 0.075
C 2.600981 -0.459565 2.038738 0.124 0.095 -0.019
H 3.253454 -1.223891 2.427223 0.193 -0.057 0.030
H 4.134710 0.995032 1.774260 0.015 -0.016 0.007
N 2.730249 3.010309 0.745666 -0.077 -0.156 -0.173
C 3.753453 3.632751 1.418420 0.156 0.338 -0.071
O 4.291583 3.137683 2.383956 0.134 -0.008 0.199
C 4.194201 4.981399 0.888811 0.168 -0.070 0.192
H 5.056063 5.290964 1.474458 -0.040 -0.050 0.003
H 4.482787 4.919809 -0.157796 -0.049 0.066 -0.105
H 3.410642 5.726267 1.009091 -0.069 0.076 -0.081
C 1.918608 3.654845 -0.271394 -0.286 0.323 -0.084
C 0.503284 3.846030 0.268880 0.030 -0.153 -0.171
C -0.122816 2.470269 0.459439 -0.021 0.204 -0.023
H -0.478586 2.086443 -0.502235 -0.061 0.018 0.005
H -0.992450 2.526093 1.116151 -0.050 -0.031 -0.037
H 0.558555 4.373356 1.223257 0.019 0.079 -0.007
H -0.090150 4.445360 -0.421541 -0.024 0.033 0.015
H 1.888577 3.005431 -1.153517 0.037 0.096 -0.008
H 2.354935 4.606284 -0.560355 0.041 -0.115 0.004
H -0.657130 0.011476 1.315898 -0.133 0.033 -0.063
C 1.601211 -4.717721 1.640688 0.082 -0.420 0.385
C 0.698067 -5.608042 0.766000 -0.118 0.164 -0.041
C -0.351355 -4.760301 0.048217 0.075 -0.182 -0.105
H -0.946446 -4.227307 0.789446 -0.069 -0.086 -0.092
H -1.019452 -5.399636 -0.530798 -0.041 0.040 0.024
H 0.210261 -6.359900 1.385865 0.065 -0.056 -0.015
H 1.302485 -6.128221 0.019837 -0.019 -0.070 0.008
H 1.320753 -4.777481 2.692504 0.133 -0.239 -0.046
H 2.648836 -5.026299 1.548405 -0.090 0.041 0.084
H 1.340149 -1.943513 -0.215872 0.132 -0.090 -0.209
H 2.453956 -3.277374 -0.530536 -0.067 0.080 0.040
H 0.835325 -4.369589 -1.690549 -0.120 0.143 0.064
H -1.219196 -2.218318 0.238653 0.055 -0.045 -0.304
H -1.532876 -0.793014 -3.122037 0.012 -0.006 -0.058
H -2.538353 1.554523 -5.689371 0.044 -0.074 0.032
H -1.204220 0.866504 -4.729129 -0.044 -0.016 0.002
```
Positions in Å, forces in eV/Å.

Electronic energy (eV): -54019.33239
Orbital gap (eV): 8.7
2S+1: 1
HOMO level (eV): -8.230
Energy above the lowest of the compared OMol25 structures with the same formula, charge and spin (kcal per mole): 0.00

---

No. 2
Density functional theory data (ωB97M-V/def2-TZVPD) for the molecule C25H31N5O4 at a distorted geometry.

```
65
Properties=species:S:1:pos:R:3:forces:R:3
N -6.055901 -2.451359 -1.514106 -0.264 0.151 -0.438
C -5.545598 -3.011078 -0.400150 0.397 0.026 0.076
O -6.180973 -3.772908 0.297881 -0.132 -0.240 0.281
C -4.073940 -2.733268 -0.092056 -0.186 0.102 -0.127
H -3.507465 -3.566828 -0.515691 0.006 -0.014 0.053
H -3.961775 -2.788176 0.992666 -0.003 -0.034 -0.033
C -3.475953 -1.419916 -0.616649 0.010 -0.405 -0.025
N -4.175000 -0.266439 -0.084744 0.010 -0.102 0.197
C -4.991240 0.500173 -0.836886 0.074 -0.089 0.091
O -5.234424 0.232253 -2.006385 0.004 0.233 -0.256
C -5.571598 1.686257 -0.154299 -0.244 0.298 0.043
C -5.853263 2.810164 -0.925818 0.074 -0.161 -0.025
C -6.404069 3.936329 -0.344256 0.003 0.028 -0.016
C -6.694132 3.943403 1.010341 -0.024 -0.003 0.047
C -6.438937 2.819475 1.779055 -0.016 0.065 0.103
C -5.877896 1.693636 1.203628 0.074 -0.033 -0.148
H -5.715851 0.814407 1.810776 0.012 -0.082 0.053
H -6.681478 2.818156 2.831278 -0.027 -0.006 0.076
H -7.128489 4.820586 1.466320 -0.036 0.066 0.038
H -6.612636 4.807201 -0.947493 -0.006 0.067 -0.049
H -5.630748 2.780690 -1.981808 0.001 -0.012 -0.084
H -3.982105 -0.003697 0.868017 -0.026 0.138 -0.097
C -2.007154 -1.362936 -0.271171 0.149 0.064 -0.104
C -1.577807 -1.141745 1.019000 0.069 -0.012 -0.087
C -0.220302 -1.117123 1.341207 -0.308 -0.082 -1.335
C 0.772302 -1.249967 0.341615 -0.447 0.005 0.237
N 2.091966 -1.055745 0.584582 0.212 -0.017 -0.033
C 3.133347 -1.750539 -0.130111 0.147 -0.048 -0.293
H 2.695410 -2.511833 -0.775070 0.044 0.006 0.090
C 4.023726 -0.802595 -0.933691 0.163 -0.073 0.295
H 4.788320 -1.400966 -1.429436 0.035 0.000 -0.082
H 3.434697 -0.281497 -1.690422 -0.018 0.021 -0.092
C 4.651399 0.220932 0.013462 -0.329 0.185 -0.105
N 5.416111 1.265456 -0.671208 -0.232 -0.053 -0.091
C 6.247233 0.865676 -1.795346 0.167 -0.076 -0.106
C 7.552464 0.310167 -1.197365 -0.103 0.011 -0.105
H 7.452233 -0.757838 -1.000149 0.037 -0.040 -0.018
C 7.697886 1.099821 0.111427 -0.064 0.011 0.083
H 8.560761 1.762511 0.094872 0.051 0.000 0.061
H 7.804207 0.432264 0.966059 0.067 0.007 0.014
C 6.383043 1.910609 0.207586 0.108 0.213 0.091
H 6.541119 2.924939 -0.168351 0.043 0.016 0.118
H 6.012611 1.979312 1.228307 -0.049 0.064 0.001
H 8.395935 0.453762 -1.869138 0.058 -0.077 -0.035
H 6.464864 1.778099 -2.359291 0.010 -0.078 -0.072
H 5.742916 0.172633 -2.462016 -0.043 0.035 -0.051
C 3.505584 0.912575 0.764378 0.078 -0.314 0.178
C 2.600734 -0.073330 1.508872 0.178 0.409 0.091
H 1.776791 0.491662 1.945840 0.069 -0.104 0.020
H 3.147584 -0.567635 2.320984 -0.079 0.069 0.009
H 2.914222 1.466688 0.032922 0.018 0.033 -0.034
H 3.899059 1.629950 1.483514 0.024 0.071 0.026
H 5.278640 -0.327288 0.738568 -0.021 -0.049 0.006
H 3.753562 -2.264263 0.617444 -0.011 -0.085 -0.081
C 0.304197 -1.544271 -0.956007 0.068 -0.032 0.095
C -1.034971 -1.595335 -1.249105 -0.124 0.005 0.231
H -1.345853 -1.796579 -2.263676 -0.024 -0.010 -0.141
H 1.017765 -1.682602 -1.752262 0.109 0.048 -0.068
N 0.086068 -1.112818 2.734287 0.254 -0.121 0.881
O 1.121626 -1.641033 3.101862 -0.104 -0.053 0.101
O -0.737991 -0.634388 3.495082 -0.012 0.111 0.148
H -2.275551 -1.026200 1.835830 -0.029 -0.001 0.061
H -3.583183 -1.370623 -1.705689 0.053 0.020 0.196
H -7.034462 -2.622239 -1.686486 0.041 -0.040 0.067
H -5.657610 -1.634730 -1.961313 0.044 -0.029 0.074
```
Positions in Å, forces in eV/Å.

Electronic energy (eV): -42067.25012
Orbital gap (eV): 7.8
2S+1: 1
HOMO level (eV): -8.216
Energy above the lowest of the compared OMol25 structures with the same formula, charge and spin (kcal per mole): 109.20

---

No. 3
Density functional theory data (ωB97M-V/def2-TZVPD) for the molecule C25H31N5O5.

```
66
Properties=species:S:1:pos:R:3:forces:R:3
C -4.532375 -3.057924 -5.754329 -0.030 -0.005 -0.011
O -3.143096 -3.097781 -5.532183 0.086 -0.168 -0.026
C -2.708421 -2.353094 -4.425021 0.113 0.101 0.259
C -3.100924 -2.979367 -3.075848 -0.226 -0.209 -0.523
N -2.423002 -2.320423 -1.971109 -0.175 0.000 -0.192
C -1.298106 -2.940900 -1.459259 0.172 0.025 0.364
O -0.859844 -3.981490 -1.888565 0.147 -0.250 -0.225
N -0.722314 -2.318573 -0.380450 0.324 -0.158 0.087
C -1.142312 -1.131412 0.161986 -0.611 0.394 0.009
C -0.508334 -0.575392 1.270078 -0.122 0.106 0.047
C -0.969229 0.617322 1.802007 -0.095 -0.106 -0.433
C -2.043770 1.279640 1.203535 0.033 0.069 0.104
C -2.678970 0.727527 0.114795 0.068 -0.195 -0.021
C -2.246950 -0.491672 -0.407300 0.294 0.111 0.314
C -2.927638 -1.096640 -1.555657 0.032 0.028 0.142
O -3.886443 -0.601040 -2.110994 -0.055 0.081 -0.043
H -3.522193 1.211926 -0.353759 -0.079 0.034 -0.029
H -2.362617 2.222809 1.618424 -0.027 0.092 0.030
C -0.331297 1.241852 3.003451 -0.101 -0.392 0.093
O -0.242079 2.445757 3.139316 0.033 0.356 -0.030
N 0.057231 0.354253 3.949864 -0.016 -0.306 0.201
H 0.014150 -0.628315 3.732206 -0.128 0.103 -0.068
C 0.895077 0.734792 5.059340 0.277 0.055 0.045
H 0.574340 0.209644 5.963046 0.011 0.119 -0.026
H 0.755842 1.807335 5.201007 -0.007 -0.112 0.100
C 2.368464 0.408981 4.760782 -0.246 0.161 -0.068
N 2.747703 0.965911 3.483217 0.066 -0.015 0.124
C 2.995267 2.393687 3.483426 -0.037 0.037 -0.112
C 2.775874 2.903553 2.048630 0.014 0.274 0.063
N 3.165360 1.888395 1.088430 0.292 0.075 0.175
C 2.264266 1.407109 0.159395 -0.195 0.041 -0.330
C 2.338659 0.112763 -0.370144 0.097 0.023 0.075
C 1.492162 -0.301315 -1.377546 -0.196 0.144 -0.264
C 0.508246 0.544114 -1.880051 0.159 -0.065 -0.011
C 0.406625 1.823635 -1.352097 -0.175 -0.200 -0.226
C 1.277181 2.246744 -0.367141 0.122 -0.053 0.170
H 1.189009 3.262863 -0.019206 0.011 0.105 0.053
H -0.342672 2.512485 -1.708370 -0.087 0.061 -0.057
O -0.296716 0.034463 -2.870453 0.260 -0.197 0.288
C -1.100238 0.944579 -3.583231 -0.142 0.153 -0.131
H -0.515413 1.799653 -3.935904 -0.008 -0.026 0.012
H -1.940856 1.300830 -2.978972 0.011 0.015 -0.014
H -1.484324 0.394976 -4.440747 -0.034 0.075 0.039
H 1.580875 -1.293155 -1.794877 0.022 -0.120 -0.057
H 3.071519 -0.590498 -0.007073 0.109 -0.054 0.060
C 4.252995 1.086512 1.584627 0.008 -0.100 0.037
C 3.824337 0.261330 2.814325 0.020 -0.088 -0.094
H 4.697587 0.103391 3.473725 -0.034 -0.001 -0.062
H 3.447245 -0.720349 2.508999 0.079 -0.030 0.037
H 4.646294 0.443615 0.798385 0.065 0.050 0.052
H 5.053245 1.777808 1.870943 0.004 -0.110 -0.046
H 1.716872 3.126995 1.934637 0.088 0.002 0.009
H 3.356369 3.820565 1.882719 -0.095 0.034 0.062
H 4.011347 2.627607 3.847151 -0.056 0.004 0.023
H 2.280526 2.888725 4.138004 0.028 0.044 0.016
H 2.482550 -0.677928 4.700264 0.040 0.014 0.040
H 2.998246 0.769323 5.592002 0.004 -0.098 -0.028
H 0.363567 -1.068356 1.674530 0.128 -0.032 0.066
H 0.117780 -2.755142 -0.025772 -0.178 -0.012 -0.151
H -4.175608 -2.874535 -2.909688 0.135 -0.069 0.006
H -2.810989 -4.031513 -3.067827 -0.078 0.164 0.011
H -3.106984 -1.329460 -4.469430 0.086 -0.081 -0.011
H -1.618018 -2.325449 -4.498016 -0.062 0.069 0.076
H -4.697049 -3.501552 -6.734710 -0.098 0.018 0.034
H -4.903211 -2.026287 -5.753139 -0.018 -0.007 -0.006
H -5.084821 -3.633905 -5.004380 -0.026 0.021 -0.027
```
Positions in Å, forces in eV/Å.

Electronic energy (eV): -44117.64167
Orbital gap (eV): 7.3
2S+1: 1
HOMO level (eV): -7.255
Energy above the lowest of the compared OMol25 structures with the same formula, charge and spin (kcal per mole): 65.78

---

LUMO energy? In order: 0.49, -0.41, 0.07 eV.